# 1
ORCA calculation (ωB97M-V/def2-TZVPD) on a molecular structure, C29H57N2O2PSi4SnTe.

Calculated values
Total energy ... -91987.854 eV
HOMO-LUMO gap ... 6.0 eV
Total charge ... +2

Positions of all 97 atoms, in Å:
Sn  -0.5717  0.8523  3.6127
O  -1.8828  1.4610  7.5673
C  -1.2253  1.4201  6.5644
O  -1.6094  0.8599  5.4349
C  0.1527  2.0428  6.5083
C  0.6965  2.6299  7.6358
C  1.9625  3.1876  7.5511
C  2.6248  3.1540  6.3307
C  2.0057  2.5517  5.2527
N  0.7940  1.9941  5.3362
H  0.1130  2.6363  8.5453
H  2.4249  3.6385  8.4184
H  3.6061  3.5916  6.2151
H  2.4737  2.4982  4.2791
N  -3.1015  0.1258  3.2000
H  -3.2008  -0.1477  4.1777
H  -3.4586  -0.6413  2.6396
H  -3.7495  0.9007  3.0849
C  4.4790  0.7271  2.7545
C  3.9545  1.5608  1.5764
C  4.2177  3.0442  1.8506
C  4.6932  1.1286  0.3119
P  2.0720  1.2671  1.5943
C  1.9999  -0.4834  1.0420
C  2.1888  -0.9488  -0.2581
C  2.2210  -2.3093  -0.5245
C  2.0829  -3.2306  0.5034
C  1.8715  -2.7871  1.7998
C  1.8218  -1.4247  2.0593
C  1.2185  2.3016  0.2399
C  2.0228  2.6782  -1.0047
C  0.8069  3.5953  0.9610
C  -0.0502  1.5570  -0.1883
H  5.5503  0.9030  2.8718
H  4.3363  -0.3398  2.5803
H  3.9910  0.9944  3.6936
H  5.2902  3.2113  1.9682
H  3.7328  3.3762  2.7713
H  3.8749  3.6796  1.0344
H  5.7618  1.2967  0.4659
H  4.3934  1.7031  -0.5625
H  4.5604  0.0677  0.1095
H  2.3337  -0.2467  -1.0673
H  2.3886  -2.6481  -1.5392
H  2.1523  -4.2909  0.3003
H  1.7629  -3.5003  2.6067
H  1.7012  -1.0773  3.0828
H  2.8889  3.2860  -0.7505
H  1.3896  3.2786  -1.6648
H  2.3590  1.8077  -1.5667
H  1.6776  4.1525  1.3072
H  0.1752  3.3796  1.8292
H  0.2424  4.2460  0.2888
H  0.1822  0.6144  -0.6845
H  -0.6275  2.1860  -0.8751
H  -0.6939  1.3329  0.6674
C  -0.6362  1.6751  -4.5125
Si  -0.3916  -0.1932  -4.4028
C  1.3883  -0.6480  -3.9818
C  -0.9588  -1.0862  -5.9616
Si  -1.9920  -0.8422  -2.7453
Te  -1.5085  -2.1008  -0.6670
Si  -1.9334  -4.4184  -1.7366
C  -0.2982  -5.3282  -1.7317
C  -2.5299  -4.0562  -3.4875
C  -3.2237  -5.2347  -0.6566
Si  -4.2772  -0.1694  -3.0089
C  -5.2184  -1.0520  -1.6372
C  -4.8413  -0.6834  -4.7298
C  -4.2921  1.7040  -2.7907
H  0.1231  2.1236  -5.1563
H  -0.5631  2.1586  -3.5360
H  -1.6100  1.9244  -4.9382
H  1.9651  -0.7479  -4.9034
H  1.4520  -1.5979  -3.4488
H  1.8728  0.1176  -3.3752
H  -0.4123  -0.6882  -6.8197
H  -2.0227  -0.9549  -6.1663
H  -0.7580  -2.1581  -5.9206
H  0.4765  -4.7953  -2.2838
H  -0.4199  -6.3143  -2.1874
H  0.0550  -5.4896  -0.7123
H  -1.7485  -3.5721  -4.0811
H  -3.4221  -3.4239  -3.4954
H  -2.7885  -4.9909  -3.9905
H  -2.8432  -5.3861  0.3547
H  -3.4861  -6.2135  -1.0654
H  -4.1384  -4.6453  -0.5912
H  -5.1264  -2.1369  -1.7198
H  -6.2824  -0.8100  -1.6776
H  -4.8486  -0.7635  -0.6523
H  -4.6677  -1.7405  -4.9377
H  -4.3450  -0.1018  -5.5086
H  -5.9145  -0.5056  -4.8273
H  -3.8640  2.0131  -1.8352
H  -5.3143  2.0855  -2.8286
H  -3.7338  2.2032  -3.5847

Cartesian forces (eV/Å) of the 3 atoms listed first:
-0.1 0.2 1.1
0.1 -0.1 -0.2
0.2 0.2 0.4

Mulliken atomic charge list, values in e, 4 entries:
1 Sn 1.51
2 O -0.57
3 C 0.35
4 O -0.64

***

# 2
ORCA calculation (ωB97M-V/def2-TZVPD) on 8 unconnected molecules or ions with the total composition C46H86NO36S8.

Calculated values
Total energy ... -210937.276 eV
HOMO-LUMO gap ... 7.4 eV
Total charge ... +1

Positions of all 177 atoms, in Å:
C  -4.0030  -1.5434  4.3578
C  -4.2338  -2.1981  2.8559
C  -2.7344  -2.5416  2.2007
C  -2.7938  -2.9405  0.6118
N  -1.7604  -3.9495  0.1627
C  -0.3111  -3.4645  0.3233
C  0.7744  -4.7294  0.1943
C  2.2887  -4.1836  -0.2576
C  2.8156  -3.2509  0.9834
O  4.2748  -3.2277  1.1728
C  4.6320  -2.7710  2.5460
C  4.2717  -1.1380  2.5807
O  4.7873  -0.5920  1.3164
C  4.0575  0.6060  0.8783
C  4.2972  1.0781  -0.7071
C  3.5547  2.4434  -1.2874
C  2.5601  3.4142  -0.3861
C  1.8616  4.8161  -0.9733
C  3.0669  5.9655  -0.8061
C  0.6739  5.2684  0.0502
C  1.4995  4.7717  -2.5539
C  -0.0753  4.7189  -2.9657
C  -0.8678  6.1848  -2.8153
C  -0.0955  4.4349  -4.6166
C  -0.9303  3.4614  -2.3198
C  2.3337  2.9108  1.1928
C  3.0697  1.5473  1.7847
O  0.1898  -5.6698  -0.7790
C  -0.9228  -6.3359  -0.0726
C  -1.8315  -5.2934  0.8539
C  -3.3385  -5.9283  0.9870
C  -3.7120  -6.0107  2.5954
O  -2.7718  -6.8597  3.3740
C  -2.3164  -6.0797  4.5689
C  -1.1586  -6.8498  5.4386
H  -4.8403  -1.8971  5.1309
H  -3.9395  -0.3521  4.3270
H  -2.9626  -1.9114  4.8106
H  -4.8148  -1.3842  2.2247
H  -4.9166  -3.1458  2.9405
H  -2.1207  -3.2994  2.8552
H  -2.1449  -1.5063  2.2610
H  -3.9062  -3.2255  0.3585
H  -2.5782  -1.9349  0.0056
H  -1.8980  -4.0977  -0.8619
H  -0.1057  -2.9743  1.3728
H  -0.0531  -2.6955  -0.5271
H  0.9292  -5.2467  1.2574
H  2.0938  -3.4494  -1.1766
H  3.0114  -5.0743  -0.5457
H  2.3179  -3.6275  1.9911
H  2.3758  -2.1589  0.7955
H  5.8141  -2.9117  2.6174
H  4.0526  -3.3295  3.3955
H  4.8357  -0.6429  3.5080
H  3.1109  -1.0812  2.7138
H  5.0122  0.4649  -1.4367
H  3.7873  2.7481  -2.3997
H  3.9126  5.7542  -1.5878
H  3.4124  5.8775  0.3189
H  2.5150  7.0036  -0.9742
H  -0.1072  4.3792  0.1917
H  1.1898  5.4544  1.1102
H  0.1516  6.2938  -0.2202
H  1.9526  5.7566  -3.0518
H  2.0349  3.8763  -3.1344
H  -1.1495  6.6207  -3.8857
H  -0.0293  6.9249  -2.3965
H  -1.7803  6.1287  -2.0797
H  -1.1226  4.7593  -5.1024
H  0.2471  3.3518  -4.8956
H  0.7119  5.1901  -5.0664
H  -1.5840  3.9010  -1.4320
H  -0.2775  2.5391  -2.0163
H  -1.7231  3.1558  -3.1584
H  1.6571  3.4979  1.9677
H  2.8826  1.2584  2.9156
H  -0.4501  -7.2078  0.5887
H  -1.6522  -6.7627  -0.9132
H  -1.4106  -5.1478  1.9374
H  -4.1493  -5.3932  0.3318
H  -3.2719  -7.0451  0.5938
H  -3.7407  -4.9712  3.1347
H  -4.7834  -6.5107  2.6752
H  -1.8614  -5.0215  4.2612
H  -3.2604  -5.9444  5.2738
H  -1.6210  -7.2439  6.4463
H  -0.6797  -7.7761  4.8709
H  -0.3022  -6.0861  5.7562
C  -2.1239  -8.6221  -4.0606
C  -2.5717  -10.0762  -3.9388
O  -3.6596  -10.0557  -3.0175
S  -4.4600  -8.6432  -3.1740
O  -5.6018  -8.8644  -4.0334
O  -4.5631  -8.0295  -1.8705
O  -3.3234  -7.8502  -4.0326
H  -1.5084  -8.3262  -3.2049
H  -1.5724  -8.4361  -4.9861
H  -1.7733  -10.7291  -3.5783
H  -2.9467  -10.4545  -4.8957
C  -1.8637  5.2739  3.7290
C  -3.2541  5.9026  3.7641
O  -3.1146  7.1543  3.0960
S  -1.9748  7.0127  1.9379
O  -2.6402  6.7700  0.6772
O  -1.0008  8.0629  2.1245
O  -1.3269  5.6069  2.4499
H  -1.2144  5.7101  4.4949
H  -1.8980  4.1887  3.8573
H  -3.6198  6.0481  4.7834
H  -3.9741  5.2983  3.2023
C  -4.0127  11.7431  5.1543
C  -3.1541  11.9352  3.9070
O  -2.9172  10.6198  3.4108
S  -4.2089  9.6841  3.7521
O  -5.0535  9.6357  2.5794
O  -3.7469  8.5004  4.4389
O  -4.9070  10.6767  4.8408
H  -3.4022  11.4354  6.0094
H  -4.5719  12.6460  5.4136
H  -2.2104  12.4409  4.1248
H  -3.6968  12.4939  3.1372
C  0.3057  -3.8239  -5.5870
C  0.9079  -5.2224  -5.6935
O  1.9101  -5.2752  -4.6807
S  1.4431  -4.3460  -3.4242
O  0.8374  -5.2033  -2.4296
O  2.5083  -3.4189  -3.1208
O  0.2531  -3.5369  -4.1906
H  0.9514  -3.0794  -6.0637
H  -0.6946  -3.7708  -6.0251
H  1.3431  -5.4147  -6.6771
H  0.1609  -5.9913  -5.4698
C  -4.6213  4.6876  -0.5312
C  -5.8703  5.5517  -0.3791
O  -6.9657  4.6670  -0.6032
S  -6.5596  3.1772  -0.0777
O  -7.0997  3.0053  1.2527
O  -6.7908  2.2361  -1.1488
O  -4.9544  3.4299  0.0540
H  -4.3841  4.5200  -1.5867
H  -3.7538  5.1240  -0.0290
H  -5.8924  6.3807  -1.0905
H  -5.9563  5.9443  0.6396
C  8.8280  -0.9270  1.2762
C  8.6509  -2.4340  1.1106
O  9.9470  -2.9879  1.3257
S  10.7460  -2.0627  2.4056
O  10.6124  -2.6735  3.7094
O  12.0212  -1.6938  1.8361
O  9.7572  -0.7678  2.3470
H  9.2645  -0.4803  0.3771
H  7.8860  -0.4240  1.5108
H  8.2762  -2.7030  0.1201
H  7.9797  -2.8383  1.8756
C  -10.0978  4.3124  -4.4130
C  -9.4956  2.9140  -4.5195
O  -8.4934  2.8611  -3.5067
S  -8.9604  3.7903  -2.2502
O  -9.5661  2.9330  -1.2556
O  -7.8952  4.7175  -1.9468
O  -10.1503  4.5995  -3.0165
H  -9.4521  5.0570  -4.8897
H  -11.0981  4.3656  -4.8511
H  -9.0604  2.7217  -5.5030
H  -10.2426  2.1451  -4.2957
C  12.4429  -3.5460  -1.8230
C  13.3922  -3.0964  -0.7156
O  14.6314  -3.7406  -1.0020
S  14.7854  -3.8985  -2.6181
O  15.6006  -2.8068  -3.1025
O  15.0662  -5.2835  -2.9171
O  13.2338  -3.5871  -3.0096
H  12.0635  -4.5549  -1.6314
H  11.6014  -2.8596  -1.9493
H  13.0338  -3.3743  0.2785
H  13.5574  -2.0145  -0.7533

Cartesian forces (eV/Å) of the 3 atoms listed first:
0.5 -0.2 0.5
0.3 0.4 0.5
0.1 1.4 0.1

Mulliken atomic charge list, values in e, 4 entries:
1 C -0.98
2 C -0.36
3 C -0.37
4 C -0.67

***

# 3
ORCA calculation (ωB97M-V/def2-TZVPD) on a single C4H3NO3 molecule.

Calculated values
Total energy ... -11825.018 eV
HOMO-LUMO gap ... 9.8 eV
Total charge ... 0

Positions of all 11 atoms, in Å:
C  0.0557  -0.8122  -0.2781
C  1.0909  0.9950  -0.4066
C  -0.0853  0.5846  0.0361
C  -0.8670  1.2094  1.0931
H  -0.4642  -2.7600  0.1104
H  1.4082  2.0916  -0.9056
H  -0.3369  2.2256  1.5729
N  1.0748  -1.1072  -1.0499
O  -0.8107  -1.7429  0.1638
O  1.6584  0.0037  -1.1733
O  -2.0098  1.0308  1.4976

Cartesian forces (eV/Å) of the 3 atoms listed first:
-1.8 -2.6 0.0
2.7 4.1 -5.4
-0.4 -2.6 2.0

Mulliken atomic charge list, values in e, 4 entries:
1 C 0.62
2 C -0.41
3 C 0.48
4 C -0.06

***

# 4
ORCA calculation (ωB97M-V/def2-TZVPD) on 3 unconnected molecules or ions with the total composition C33H64N3O3.

Calculated values
Spin multiplicity ... 4
Total energy ... -45866.364 eV
HOMO-LUMO gap (alpha / beta) ... 8.5 / 9.4 eV
Total charge ... 0

Positions of all 103 atoms, in Å:
C  -3.1907  1.2164  0.6778
C  -3.9865  2.1452  0.1329
C  -3.8467  2.6760  -1.3055
C  -2.3325  2.8430  -1.5750
C  -1.9408  3.6177  -2.8267
C  -0.4036  3.8461  -2.8729
C  0.3423  2.9584  -3.8916
C  -4.4230  1.5644  -2.2577
C  -5.4596  1.9439  -3.3638
C  -4.7918  1.7930  -4.7358
C  -6.6319  0.9468  -3.3436
N  -5.9503  3.3358  -3.2307
O  -5.4810  4.1763  -4.0676
C  -6.0492  3.8685  -1.8506
C  -6.9279  3.0161  -0.9504
C  -6.6858  5.2619  -1.9337
C  -4.6069  4.0181  -1.3580
H  -3.3420  0.9533  1.7147
H  -2.4537  0.6899  0.0897
H  -4.7920  2.5648  0.7233
H  -1.8682  3.3072  -0.7073
H  -1.9019  1.8464  -1.6807
H  -2.2017  3.0705  -3.7301
H  -2.4223  4.5890  -2.8793
H  -0.0070  3.6382  -1.8788
H  -0.1852  4.8961  -3.0540
H  0.8024  3.5777  -4.6583
H  1.1669  2.4457  -3.3989
H  -0.3124  2.2233  -4.3472
H  -4.8721  0.8086  -1.6204
H  -3.5989  1.0668  -2.7647
H  -5.4810  2.0530  -5.5320
H  -3.8678  2.3542  -4.8062
H  -4.5460  0.7353  -4.8469
H  -6.2799  -0.0430  -3.0678
H  -7.4342  1.2593  -2.6824
H  -7.0629  0.8752  -4.3417
H  -6.9950  3.5027  0.0208
H  -6.5397  2.0165  -0.7707
H  -7.9347  2.9280  -1.3530
H  -7.6650  5.2190  -2.4024
H  -6.0398  5.9656  -2.4447
H  -6.8172  5.6278  -0.9145
H  -4.1388  4.7555  -1.9979
H  -4.6326  4.4091  -0.3411
C  1.7467  -2.3386  -1.0283
C  0.7091  -1.8781  0.0303
C  1.1454  -2.3027  1.4353
C  0.9403  -3.7842  1.7416
C  -0.4872  -4.2135  1.4104
C  -0.8801  -3.8825  -0.0286
N  -0.6433  -2.4307  -0.2899
O  -1.5870  -1.7002  0.2032
C  -0.0896  -4.7695  -1.0055
C  -2.3538  -4.1933  -0.2566
C  0.6558  -0.3551  -0.0240
H  1.2629  -2.7248  -1.9239
H  2.3647  -1.5020  -1.3525
H  2.4204  -3.1079  -0.6481
H  0.5875  -1.7179  2.1733
H  2.1962  -2.0405  1.5687
H  1.6630  -4.3955  1.1935
H  1.1393  -3.9598  2.8000
H  -0.6106  -5.2862  1.5739
H  -1.1778  -3.7115  2.0953
H  -0.3150  -4.5029  -2.0390
H  -0.3785  -5.8099  -0.8570
H  0.9875  -4.7222  -0.8687
H  -2.9959  -3.6860  0.4604
H  -2.5142  -5.2660  -0.1515
H  -2.6634  -3.8989  -1.2604
H  0.2863  -0.0074  -0.9910
H  1.6628  0.0360  0.1215
H  0.0210  0.0627  0.7553
C  6.8979  -1.6378  1.3486
C  5.8171  -0.9081  2.1894
C  6.3819  0.3758  2.8074
C  7.2993  0.1505  4.0074
C  6.6310  -0.7565  5.0373
C  6.1632  -2.0809  4.4370
N  5.2864  -1.8126  3.2570
O  4.0934  -1.4784  3.6235
C  7.3783  -2.9436  4.0552
C  5.3751  -2.8759  5.4699
C  4.6832  -0.5333  1.2422
H  6.8654  -2.7148  1.5024
H  6.7329  -1.4766  0.2843
H  7.9080  -1.2936  1.5729
H  5.5486  1.0111  3.1234
H  6.9150  0.9258  2.0291
H  8.2565  -0.2700  3.6874
H  7.5316  1.1130  4.4664
H  7.3149  -0.9630  5.8630
H  5.7710  -0.2338  5.4673
H  7.0596  -3.8673  3.5705
H  7.9247  -3.2111  4.9595
H  8.0858  -2.4421  3.4002
H  4.5445  -2.3058  5.8803
H  6.0354  -3.1476  6.2930
H  4.9776  -3.7937  5.0345
H  4.2074  -1.4236  0.8268
H  5.0916  0.0529  0.4192
H  3.9189  0.0669  1.7328

Cartesian forces (eV/Å) of the 3 atoms listed first:
-0.9 0.7 -0.3
0.8 -0.6 -0.1
0.1 -0.5 0.3

Mulliken atomic charge list, values in e, 4 entries:
1 C -1.11
2 C -0.98
3 C 4.22
4 C -1.87

***

# 5
ORCA calculation (ωB97M-V/def2-TZVPD) on a gas-phase ion, C6H9N2 (charge +1).

Calculated values
Spin multiplicity ... 3
Total energy ... -9335.240 eV
HOMO-LUMO gap (alpha / beta) ... 8.1 / 6.8 eV
Total charge ... +1

Positions of all 17 atoms, in Å:
C  1.2536  0.8060  0.1241
C  0.8284  -0.4942  -0.0690
C  -1.3945  0.1486  -0.0188
C  2.2127  1.6672  0.0913
C  1.6480  -1.6870  -0.1110
C  -2.8442  -0.1958  -0.1023
N  -0.4563  -0.8145  -0.0686
N  -0.9607  1.3084  0.2848
H  2.3440  2.5588  0.6258
H  3.0572  1.4537  -0.6051
H  0.8799  -2.5898  -0.1734
H  2.1817  -1.8109  0.8387
H  2.2754  -1.7066  -0.9465
H  -3.2277  0.0359  -1.1187
H  -3.4765  0.3812  0.6425
H  -3.0486  -1.2987  0.1021
H  -1.2724  2.2378  0.5040

Cartesian forces (eV/Å) of the 3 atoms listed first:
-1.0 -2.3 0.0
0.0 1.5 0.6
-1.0 1.2 1.1

Mulliken atomic charge list, values in e, 4 entries:
1 C 0.26
2 C 0.68
3 C 0.64
4 C -0.70

***

Q: What is the total energy in the fourth record?
A: -45866.364 eV